The following is a DFT calculation (ωB97M-V/def2-TZVPD) of a structure of composition C52H71BrCl2N3O26PS in a non-equilibrium geometry.

Values from the calculation:
Charge = 0
Total energy = -227994.5414 eV
M = 1368.0 Da
Multiplicity = 1

XYZ file:
```
157
Properties=species:S:1:pos:R:3:forces:R:3
C -1.616882 -5.593893 -2.146220 -0.05 -0.02 -0.32
C -2.117501 -4.170876 -2.029469 0.11 -0.42 0.43
Cl -3.909675 -4.292544 -1.811177 -0.08 0.28 -0.08
C -1.544805 -3.380139 -0.822595 -0.06 0.11 -0.35
Cl 0.007703 -4.023087 -0.210541 0.09 0.08 0.00
C -1.476241 -1.874293 -1.029305 0.02 0.18 -0.13
C -0.415105 -1.230327 -1.821036 -0.87 0.13 -0.17
P 0.891278 -2.140459 -2.709124 1.44 -0.42 0.78
O 2.099480 -2.266796 -1.901011 0.22 0.12 0.00
O 1.226777 -1.390063 -4.094749 -1.00 0.18 0.14
O 0.399094 -3.570427 -3.220375 -0.57 0.46 -0.18
C -0.362764 0.145268 -1.890601 0.65 0.13 -0.34
C 0.742592 0.925901 -2.587193 -0.24 0.19 0.78
O 1.071720 2.141553 -1.882068 0.23 -0.09 -0.43
N 2.279812 1.960156 -1.137837 0.06 0.35 0.47
O 2.135052 1.277145 -0.208171 0.04 -0.22 -0.17
C -1.370198 0.922989 -1.265300 -0.37 0.35 0.19
N -1.508326 2.258024 -1.266776 0.58 0.22 -0.54
S -2.803861 2.617719 -0.443844 -0.51 -0.46 0.42
N -3.302268 1.136181 -0.016887 -0.03 0.86 -0.19
C -2.412234 0.308958 -0.554085 0.17 -1.06 0.10
C -2.444364 -1.110321 -0.423505 -0.22 -0.55 0.01
C -3.603193 -1.649400 0.394942 0.01 0.99 -0.35
C -3.280509 -1.476370 1.859421 -0.62 -0.16 -0.28
O -2.351722 -1.955793 2.383332 0.97 -0.37 0.55
Br -4.495311 -0.361483 2.907886 -0.13 0.08 -0.02
H -0.574582 -5.631236 -2.434081 0.20 0.07 0.09
H -2.197807 -6.099332 -2.910884 -0.09 -0.13 -0.08
H -1.747102 -6.118678 -1.208704 -0.02 -0.11 0.19
H -1.995077 -3.629703 -2.956770 -0.06 0.15 -0.07
H -2.210792 -3.574418 -0.003995 -0.15 -0.03 0.30
H 0.476821 -0.851003 -4.381744 0.19 0.07 -0.35
H -0.216123 -3.459197 -3.959451 0.16 -0.31 -0.10
H 0.443019 1.244255 -3.582112 0.13 0.04 -0.15
H 1.650069 0.343211 -2.607822 0.18 -0.23 -0.42
H -4.479900 -1.062755 0.149210 -0.17 0.06 0.00
H -3.852084 -2.670818 0.177731 0.01 -0.35 0.26
O 7.951810 -4.912117 -3.359060 -0.07 -0.15 -0.11
C 7.053697 -4.123481 -3.261030 0.29 0.21 0.19
O 6.130124 -3.958136 -4.238234 -0.05 -0.05 -0.01
C 5.239187 -2.875417 -3.894447 -0.17 0.16 0.06
C 5.333629 -2.748185 -2.384218 0.11 0.00 0.19
C 6.778735 -3.167045 -2.120515 -0.53 -0.11 -0.14
H 5.579787 -1.975614 -4.411427 0.04 -0.01 0.00
H 4.234523 -3.117042 -4.233359 0.06 -0.12 -0.09
H 5.087944 -1.752679 -2.023371 -0.02 0.02 -0.06
H 4.647744 -3.450951 -1.911398 -0.07 0.05 -0.02
H 7.464781 -2.324260 -2.196938 0.06 -0.05 0.06
H 6.898586 -3.664615 -1.162160 0.24 0.00 -0.02
O -5.459611 -3.438378 1.777292 0.07 0.06 -0.06
C -5.596070 -3.836130 2.904492 -0.21 -0.22 -0.13
O -4.568925 -3.913035 3.763076 0.02 -0.01 -0.01
C -4.999278 -4.515268 5.005496 -0.19 0.02 0.14
C -6.503230 -4.302954 5.039579 -0.05 0.17 -0.05
C -6.866209 -4.346149 3.555395 0.26 0.39 0.44
H -4.729118 -5.571076 4.990048 0.02 0.00 -0.03
H -4.484349 -4.037571 5.829045 0.15 0.06 -0.10
H -7.021281 -5.034151 5.645132 0.06 -0.11 0.02
H -6.726362 -3.311005 5.440838 0.06 0.01 -0.02
H -7.057704 -5.358835 3.207414 -0.04 -0.02 -0.04
H -7.707780 -3.701156 3.313638 0.00 -0.09 -0.24
O 4.762523 -10.152282 -2.026889 -0.10 0.07 0.10
C 5.155419 -9.342221 -2.813671 0.09 -0.27 -0.12
O 4.441150 -8.242549 -3.151674 0.02 0.03 0.00
C 5.116729 -7.511159 -4.193352 0.09 0.12 -0.09
C 6.574483 -7.932124 -4.093717 0.12 -0.16 0.03
C 6.455050 -9.372465 -3.598560 0.01 0.52 0.00
H 4.667884 -7.785024 -5.151311 0.00 -0.03 0.01
H 4.975807 -6.445311 -4.031906 -0.11 -0.03 0.09
H 7.115410 -7.826621 -5.031399 -0.05 0.03 -0.02
H 7.083366 -7.324615 -3.346656 0.01 0.05 -0.05
H 6.348101 -10.083915 -4.419001 0.00 -0.08 0.06
H 7.281194 -9.666498 -2.958056 -0.06 -0.22 0.00
O 8.385936 -0.235508 -1.707713 -0.12 0.04 -0.06
C 9.231447 -0.158826 -2.550051 0.17 -0.02 0.27
O 9.219332 -0.931015 -3.660746 -0.04 0.05 -0.06
C 10.408437 -0.706217 -4.438160 0.15 0.05 -0.11
C 10.903680 0.671243 -4.015469 0.03 0.06 0.11
C 10.459509 0.731191 -2.554190 -0.02 0.07 -0.52
H 11.125050 -1.496333 -4.206639 -0.01 0.00 0.03
H 10.155786 -0.760195 -5.493865 -0.14 -0.08 0.04
H 11.973231 0.805176 -4.162797 0.01 -0.07 0.01
H 10.386172 1.442082 -4.588244 0.00 -0.01 -0.02
H 11.201597 0.300270 -1.881059 -0.04 0.03 0.08
H 10.205235 1.736313 -2.231430 0.00 -0.06 0.22
O -2.088204 4.829523 1.970844 -0.10 0.18 -0.08
C -0.897085 4.821073 1.866082 -0.09 -0.32 0.12
O -0.268916 5.228044 0.736786 0.09 -0.05 0.01
C 1.149262 5.005916 0.852082 0.20 -0.02 0.02
C 1.422319 4.941293 2.348879 -0.04 -0.05 0.11
C 0.120818 4.342946 2.881449 0.35 0.36 -0.14
H 1.391668 4.071958 0.342286 -0.05 0.01 0.01
H 1.676480 5.822557 0.363288 -0.14 0.04 -0.08
H 2.312197 4.366564 2.596520 -0.01 -0.04 -0.06
H 1.551835 5.949771 2.744665 0.02 0.01 -0.03
H 0.134331 3.251939 2.870747 -0.08 -0.01 0.05
H -0.132381 4.700974 3.874836 -0.16 -0.16 0.03
O 0.483644 10.097858 0.958116 0.03 0.12 -0.12
C -0.631475 9.712286 0.756168 0.09 -0.16 0.32
O -1.619021 10.529550 0.321601 -0.02 0.01 -0.07
C -2.868728 9.809874 0.270477 -0.25 -0.13 -0.08
C -2.482498 8.341236 0.176762 0.09 -0.08 0.09
C -1.174597 8.311045 0.964474 -0.32 0.14 -0.45
H -3.432261 10.033067 1.178067 0.02 0.03 0.01
H -3.441724 10.150855 -0.587598 0.07 0.19 0.02
H -3.247562 7.668795 0.558303 0.00 0.04 0.05
H -2.289599 8.073899 -0.863348 -0.01 0.00 0.00
H -1.344506 8.155506 2.031421 0.09 -0.02 0.02
H -0.484630 7.569007 0.581790 0.15 0.01 0.20
O 2.612285 2.605363 -5.248834 0.01 -0.01 -0.15
C 3.373857 3.480544 -4.956996 -0.11 -0.20 0.31
O 4.437212 3.814341 -5.726364 0.01 0.06 -0.03
C 5.229322 4.819606 -5.068630 0.06 0.13 0.06
C 4.284440 5.492937 -4.081614 -0.08 -0.04 0.05
C 3.351961 4.341955 -3.710399 0.16 0.47 -0.18
H 6.066471 4.325342 -4.570949 -0.02 -0.02 0.02
H 5.620258 5.505825 -5.815780 -0.02 -0.11 -0.12
H 4.797119 5.944451 -3.234701 0.06 -0.06 -0.01
H 3.717973 6.276619 -4.586562 0.03 0.01 -0.02
H 3.740145 3.756392 -2.875748 -0.12 -0.07 0.02
H 2.341693 4.676222 -3.493132 -0.07 -0.25 0.11
O -4.893797 12.618388 -0.425745 -0.15 -0.12 -0.25
C -4.024547 13.332597 -0.829744 0.20 -0.08 0.50
O -3.692813 13.437916 -2.136813 -0.05 0.01 -0.04
C -2.541487 14.287987 -2.287655 0.14 0.12 -0.01
C -2.513023 15.150634 -1.032675 0.01 -0.01 0.13
C -3.111942 14.206764 0.008754 0.08 0.41 -0.39
H -1.656176 13.655230 -2.375867 -0.01 -0.02 0.04
H -2.650405 14.870373 -3.199298 -0.11 -0.11 -0.05
H -1.517679 15.514232 -0.785977 0.03 -0.06 -0.04
H -3.164630 16.015896 -1.163185 0.01 0.00 -0.03
H -2.354098 13.571983 0.470902 -0.06 -0.05 0.05
H -3.678796 14.730709 0.772464 -0.02 -0.19 0.13
O -8.357425 -6.584306 4.747993 -0.16 -0.20 0.13
C -9.503124 -6.520683 5.085095 0.00 -0.26 -0.27
O -9.882954 -6.518533 6.382689 -0.02 0.06 0.03
C -11.317819 -6.540399 6.480776 -0.17 0.03 0.00
C -11.817132 -5.996832 5.148556 0.00 -0.03 -0.13
C -10.725918 -6.468287 4.188689 -0.25 0.33 0.31
H -11.634919 -7.570649 6.654777 0.02 -0.01 -0.02
H -11.623163 -5.931265 7.327679 0.15 -0.01 0.06
H -12.816797 -6.341507 4.892522 0.01 -0.06 0.04
H -11.834587 -4.906593 5.177378 -0.01 0.00 0.02
H -10.918235 -7.471595 3.806598 0.06 0.00 -0.06
H -10.566554 -5.781101 3.362719 0.13 -0.16 -0.11
O -4.124174 -5.742360 7.797650 0.00 0.13 -0.07
C -2.933053 -5.670136 7.711939 -0.06 -0.33 0.17
O -2.306906 -5.158360 6.627362 0.02 0.04 0.01
C -0.881684 -5.298249 6.758777 0.19 0.01 0.04
C -0.633286 -5.435178 8.255258 -0.04 -0.09 0.10
C -1.904294 -6.144008 8.722100 0.33 0.40 -0.09
H -0.570192 -6.184245 6.202162 -0.02 -0.02 0.01
H -0.399990 -4.425353 6.326238 -0.14 0.03 -0.09
H 0.286521 -5.967002 8.489472 -0.01 -0.03 -0.06
H -0.575912 -4.446453 8.712446 0.01 0.01 -0.02
H -1.820996 -7.229060 8.648549 -0.07 -0.02 0.04
H -2.198266 -5.861787 9.728606 -0.16 -0.17 0.01
```
Positions in Å, forces in eV/Å.